Record 1
The following is a DFT calculation (ωB97M-V with the def2-TZVPD basis set) of a structure of composition C3H7ClNO.

For the frontier orbital gap (spin up / spin down), the calculation gives 6.837 / 6.838 eV. For the max |F|, the calculation gives 2.8 eV/A. As for the energy above the lowest of the compared OMol25 structures with the same formula, charge and spin: 110.1 kcal per mole. The calculation puts the HOMO energy (spin up / spin down) at -2.70 / -2.70 eV.

ORCA input file:
```
! wB97M-V def2-TZVPD RIJCOSX def2/J DEFGRID3
* xyz -1 1
C 0.199 -0.460 1.274
Cl -2.776 -1.016 -0.775
N -0.752 -0.871 -1.316
C 0.804 1.125 -0.635
H 0.375 1.615 -1.506
O -0.210 -1.941 -1.131
H -1.177 0.904 0.265
C -0.260 0.353 0.102
H -0.014 0.041 2.223
H 1.281 1.889 -0.008
H 1.579 0.441 -0.983
H -0.318 -1.422 1.274
H 1.269 -0.659 1.215
*
```

Record 2
The following is a DFT calculation (ωB97M-V with the def2-TZVPD basis set) of an isolated molecule of C6H14N2.

For the frontier orbital gap, the calculation gives 9.017 eV. The SMILES is C=C[C@@H](C)[C@H](N)NC. For the max |F|, the calculation gives 2.6 eV/A. As for the energy above the lowest of the compared OMol25 structures with the same formula, charge and spin: 38.7 kcal per mole. The calculation puts the HOMO energy at -7.96 eV.

ORCA input file:
```
! wB97M-V def2-TZVPD RIJCOSX def2/J DEFGRID3
* xyz 0 1
H 1.007 2.783 -1.420
H 1.508 0.356 0.485
H 2.044 1.356 -1.648
H -1.508 -2.556 -1.988
H -0.129 1.448 2.263
C -0.446 -0.596 0.705
C -0.448 -1.316 -0.639
C -1.553 -1.782 -1.239
N 0.116 0.880 -1.032
H -0.830 1.241 -1.112
H 0.727 2.520 1.186
H 0.759 1.720 -2.819
H 0.051 -0.975 2.783
C 0.069 -1.493 1.825
C 1.029 1.740 -1.762
N 0.107 1.730 1.320
H -2.538 -1.517 -0.886
H -1.460 -0.254 0.931
H 0.517 -1.718 -0.924
C 0.440 0.627 0.465
H -0.555 -2.383 1.882
H 1.092 -1.812 1.624
*
```

Record 3
The following is a DFT calculation (ωB97M-V with the def2-TZVPD basis set) of a structure of composition C39H37BN12O4Ti.

For the frontier orbital gap (spin up / spin down), the calculation gives 7.359 / 7.260 eV. As for the expectation value of S²: 0.7527. For the max |F|, the calculation gives 1.2 eV/A. As for the energy above the lowest of the compared OMol25 structures with the same formula, charge and spin: 8.9 kcal per mole. The calculation puts the HOMO energy (spin up / spin down) at -11.05 / -11.05 eV.

ORCA input file:
```
! wB97M-V def2-TZVPD RIJCOSX def2/J DEFGRID3
* xyz 1 2
C 0.438 0.325 2.809
C -0.590 -2.620 0.924
N 5.348 0.770 -0.107
H 2.858 -0.733 2.347
C -3.640 0.354 -2.202
B -3.291 2.865 2.485
H 5.293 2.832 0.242
C -0.043 3.220 0.713
H -4.797 -1.749 -4.573
H 3.298 -1.499 0.805
H 1.051 0.539 4.848
H -1.794 5.149 1.414
C 0.264 -2.354 3.281
C -4.373 -0.071 -3.304
C -3.398 -2.238 -3.023
H 5.528 -1.311 -0.015
H -3.649 3.731 1.725
H 6.605 1.962 1.062
N 0.413 2.177 0.038
H 1.786 2.064 -1.600
C -1.859 -2.578 -1.036
C 1.667 -1.251 -4.338
H 4.475 0.491 3.581
C 0.199 5.674 0.760
C 5.686 -0.445 0.633
C 0.678 -1.516 4.305
N 0.498 4.370 0.271
N 0.057 -0.473 1.822
C 5.552 1.915 0.779
H 2.127 6.462 0.216
N -0.888 10.573 2.558
C 0.101 0.279 -3.206
H 1.600 8.734 1.021
N 4.737 1.823 1.989
C 1.342 4.042 -0.768
O 1.705 -0.540 -7.796
C -0.048 -1.797 2.045
C 1.492 -1.326 -1.909
N 4.878 -0.600 1.841
C -0.177 0.873 -4.459
C -4.240 -1.384 -3.721
H 1.881 4.785 -1.322
C 3.335 1.734 1.597
H 6.139 0.624 2.976
N -2.827 -0.453 -1.539
C 1.158 6.673 0.643
O 2.662 -2.134 -6.686
C -0.986 -4.661 -0.247
C -2.713 -1.728 -1.924
H 0.227 0.854 -6.562
H -0.734 3.193 1.540
H 0.129 -4.536 1.591
C 0.868 7.944 1.104
H -3.297 -3.267 -3.330
C 3.932 0.715 -0.448
N -1.268 -1.945 -0.016
C 1.272 2.692 -0.899
H -0.857 -5.729 -0.349
H -2.186 -4.470 -2.011
H 3.043 2.647 1.072
C 0.759 -0.154 4.072
C -0.430 -3.997 0.842
H -2.274 7.398 2.269
C 3.472 -0.630 1.448
C -2.694 1.719 1.571
O 1.132 -0.912 -0.783
H -4.179 2.427 3.154
H 2.737 1.641 2.505
H 0.916 -1.925 5.277
C 1.064 -0.774 -3.156
C 0.431 0.410 -5.599
H -3.702 1.372 -1.838
C -0.659 9.518 2.173
O -0.509 0.704 -2.141
H 0.152 -3.412 3.455
C -1.041 5.920 1.338
H 0.488 1.379 2.577
H 6.741 -0.408 0.912
H -5.030 0.617 -3.815
H 3.673 1.630 -0.979
N 1.956 -1.146 -6.772
Ti -0.573 0.143 -0.272
C -1.721 -3.957 -1.187
N 3.062 0.579 0.729
H -2.341 3.221 3.153
C 1.335 -0.657 -5.531
H 2.202 -2.163 -1.946
H -0.883 1.690 -4.494
C -0.368 8.201 1.692
H 3.770 -0.140 -1.110
N -2.122 0.977 0.884
C 5.089 0.582 2.680
H 2.386 -2.056 -4.315
C -1.317 7.190 1.813
*
```

Record 4
The following is a DFT calculation (ωB97M-V with the def2-TZVPD basis set) of the ion C7H12N3 with charge +1.

For the frontier orbital gap (spin up / spin down), the calculation gives 7.233 / 7.238 eV. For the max |F|, the calculation gives 4.1 eV/A. As for the energy above the lowest of the compared OMol25 structures with the same formula, charge and spin: 149.8 kcal per mole. The calculation puts the HOMO energy (spin up / spin down) at -12.19 / -12.20 eV.

ORCA input file:
```
! wB97M-V def2-TZVPD RIJCOSX def2/J DEFGRID3
* xyz 1 1
C 1.256 0.714 0.978
N 1.612 -0.189 0.065
H 2.083 1.140 1.434
C 3.037 -0.267 -0.287
H -0.571 -1.781 0.140
H 0.247 1.884 2.165
H -0.503 0.859 -1.326
H -3.078 -0.331 1.609
H -2.476 1.452 -0.373
C -2.462 0.351 -0.317
C 0.038 1.020 1.508
C -0.337 -1.181 -0.772
H 3.220 -0.786 -1.182
C -1.171 0.406 1.600
N 1.080 -0.962 -0.809
H -0.455 -1.885 -1.626
H 3.572 -0.783 0.487
H 3.406 0.775 -0.291
C -1.201 -0.015 -1.250
H -1.605 -0.295 -2.163
H -3.452 -0.096 -0.678
N -2.239 -0.031 1.087
*
```

Which value of max |F| does entry 3 give? 1.2 eV/A

Repeat the second record exactly.
The following is a DFT calculation (ωB97M-V with the def2-TZVPD basis set) of an isolated molecule of C6H14N2.

For the frontier orbital gap, the calculation gives 9.017 eV. The SMILES is C=C[C@@H](C)[C@H](N)NC. For the max |F|, the calculation gives 2.6 eV/A. As for the energy above the lowest of the compared OMol25 structures with the same formula, charge and spin: 38.7 kcal per mole. The calculation puts the HOMO energy at -7.96 eV.

ORCA input file:
```
! wB97M-V def2-TZVPD RIJCOSX def2/J DEFGRID3
* xyz 0 1
H 1.007 2.783 -1.420
H 1.508 0.356 0.485
H 2.044 1.356 -1.648
H -1.508 -2.556 -1.988
H -0.129 1.448 2.263
C -0.446 -0.596 0.705
C -0.448 -1.316 -0.639
C -1.553 -1.782 -1.239
N 0.116 0.880 -1.032
H -0.830 1.241 -1.112
H 0.727 2.520 1.186
H 0.759 1.720 -2.819
H 0.051 -0.975 2.783
C 0.069 -1.493 1.825
C 1.029 1.740 -1.762
N 0.107 1.730 1.320
H -2.538 -1.517 -0.886
H -1.460 -0.254 0.931
H 0.517 -1.718 -0.924
C 0.440 0.627 0.465
H -0.555 -2.383 1.882
H 1.092 -1.812 1.624
*
```

Among the records above, which one has the lowest max |F|? C39H37BN12O4Ti

Look up the max |F| of the fourth one. 4.1 eV/A